{
  "formula": "C9H19CsNO",
  "method": "ωB97M-V/def2-TZVPD",
  "gap_ev": 9.33,
  "e_above_lowest_kj_mol": 522.6,
  "charge": 1,
  "elements": ["Cs", "C", "C", "C", "C", "C", "C", "N", "O", "C", "C", "C", "H", "H", "H", "H", "H", "H", "H", "H", "H", "H", "H", "H", "H", "H", "H", "H", "H", "H", "H"],
  "xyz": [[-2.738598, -0.388241, -2.602168], [0.344152, 0.576989, -1.937038], [0.060742, -0.685731, -1.036338], [1.474532, -1.128941, -0.453338], [2.052732, -0.219881, 0.667992], [0.985432, -0.082581, 1.688272], [-0.350628, 0.467279, 1.144382], [-0.895388, -0.317521, 0.014272], [-2.136198, 0.104939, -0.561738], [-1.353178, 0.263119, 2.357962], [-0.130888, 2.040319, 0.867772], [-0.526958, -1.860981, -1.963808], [-0.429938, 0.798979, -2.671618], [1.325902, 0.560279, -2.410318], [0.364172, 1.506449, -1.368008], [1.416512, -2.158591, -0.100408], [2.263842, -1.266451, -1.192378], [2.316652, 0.800899, 0.391472], [2.913232, -0.654921, 1.176302], [1.337662, 0.422049, 2.587932], [0.838052, -1.095011, 2.064262], [-1.022508, 0.824559, 3.231772], [-2.373708, 0.590119, 2.158752], [-1.482048, -0.756211, 2.721912], [-0.255798, 2.560939, 1.817222], [0.898112, 2.136799, 0.521452], [-0.779438, 2.421199, 0.078842], [-1.508648, -1.637181, -2.381318], [-0.706848, -2.706421, -1.299748], [0.082672, -2.159491, -2.816658], [-1.983628, 1.043229, -0.695688]],
  "forces_ev_per_angstrom": [[-7.8332, 2.7727, -7.5448], [0.0579, 0.3419, 0.3468], [1.1449, 0.7446, -2.2031], [0.1154, 0.0083, 0.4207], [-0.5306, 0.0535, -0.3609], [-0.6698, -1.3428, 0.3081], [-1.4994, 1.2364, 2.1228], [1.7035, -2.2719, 0.9689], [3.0238, 1.4872, 6.0122], [-0.1262, 0.5550, -0.3425], [0.0346, -1.9560, 0.2044], [0.6684, -0.2891, 1.5781], [0.3225, -0.2373, -0.4129], [-0.2359, -0.3622, -0.3151], [0.1183, -0.2576, 0.2604], [-0.4549, 0.0274, 0.5952], [-0.5187, 0.5049, -0.8102], [0.3898, -0.2173, -0.7952], [0.1630, -0.1653, -0.4845], [-0.3762, 0.7037, -0.2005], [-0.5384, -0.2074, 0.0516], [0.1751, 0.2024, -0.1399], [0.0294, 0.2826, -0.3174], [0.4891, -0.2699, -0.5179], [-0.1164, 0.1473, -0.2911], [-0.1426, 0.4280, 0.0540], [-0.2020, 0.3236, 0.2741], [4.2903, -3.2252, 1.1512], [0.2681, -0.2678, -0.0868], [0.4766, 0.1636, 0.3079], [-0.2260, 1.0865, 0.1661]],
  "mulliken_charge": [0.92, -1.01, 0.79, -1.33, -0.62, -1.30, 1.20, 0.49, -0.85, -1.75, -1.28, -1.69, 0.24, 0.34, 0.32, 0.43, 0.48, 0.27, 0.46, 0.42, 0.43, 0.43, 0.38, 0.41, 0.38, 0.40, 0.20, 0.26, 0.54, 0.50, 0.55]
}

=====

{
  "formula": "C9H19IOSi",
  "method": "ωB97M-V/def2-TZVPD",
  "smiles": "C[Si](C)(C)[C@@]1(I)CCCC[C@@H]1O",
  "gap_ev": 9.43,
  "e_above_lowest_kj_mol": 0.0,
  "charge": 0,
  "elements": ["C", "Si", "C", "C", "C", "I", "C", "C", "C", "C", "C", "O", "H", "H", "H", "H", "H", "H", "H", "H", "H", "H", "H", "H", "H", "H", "H", "H", "H", "H", "H"],
  "xyz": [[2.297635, 1.288826, 0.812765], [0.527647, 1.617437, 0.087360], [-0.393413, 2.766692, 1.133106], [0.786218, 2.436622, -1.626166], [-0.387126, -0.005843, -0.357388], [-2.381356, 0.433936, -1.180907], [0.306490, -0.991980, -1.316562], [-0.291032, -2.363349, -1.364777], [-0.358285, -2.980595, -0.047719], [-1.305521, -2.187931, 0.871762], [-0.660365, -0.846070, 1.155908], [-1.338430, 0.057050, 1.974165], [2.841125, 2.188091, 0.469114], [2.366081, 1.016243, 1.913936], [2.587384, 0.379369, 0.253939], [0.017942, 2.653973, 2.146702], [-0.209288, 3.786082, 0.785769], [-1.488491, 2.523959, 1.238191], [-0.022379, 2.463617, -2.328672], [1.029017, 3.528559, -1.518996], [1.578697, 1.915644, -2.173447], [1.277718, -1.123547, -0.712231], [0.288825, -0.595504, -2.316722], [0.284604, -2.844819, -2.040749], [-1.253381, -2.198798, -1.743443], [-0.886050, -3.995190, -0.215039], [0.616321, -3.258691, 0.529884], [-2.173593, -2.012255, 0.206773], [-1.603167, -2.724492, 1.818315], [0.252473, -0.965052, 1.713847], [-2.306314, 0.038020, 1.831277]],
  "forces_ev_per_angstrom": [[-1.3680, -0.8128, -0.0428], [0.6338, -0.3511, -1.6849], [-1.3511, 0.1380, 1.3702], [0.8606, 0.7409, 0.5402], [-0.4720, -1.9948, 2.3802], [0.3552, 0.2351, 0.2508], [0.8702, 0.9559, 2.5494], [0.1924, 2.5496, 1.2375], [-0.6591, -3.7619, 2.6644], [-0.0492, 0.0628, -0.0710], [-0.5317, 1.5410, -2.3352], [-1.3923, -0.0280, 0.7681], [0.2323, -0.6374, 0.5506], [-0.0671, 0.8054, -1.3578], [0.5065, 0.5547, 0.1337], [-0.1520, 0.2253, -0.1294], [-0.2633, -0.0072, 0.1248], [1.1051, 0.5204, -0.3781], [-0.9569, -0.3446, -0.0542], [0.2703, -0.9551, 0.0406], [0.2611, 0.2616, 0.1270], [-0.4608, 0.3566, -1.7980], [0.9946, 0.4224, -0.3572], [1.5984, -2.1678, -2.1729], [-1.6976, -0.3987, -0.7549], [0.9167, 1.1958, 0.4652], [-1.2887, 0.7683, -1.3776], [-0.1113, -0.0818, 0.8825], [0.3387, 0.5122, -0.9973], [0.9375, -0.2202, -0.3982], [0.7476, -0.0845, -0.1755]],
  "mulliken_charge": [-1.09, 0.75, -1.04, -1.23, -0.20, 0.07, -0.48, -1.17, -0.45, -0.64, -0.33, -0.53, 0.34, 0.30, 0.29, 0.29, 0.38, 0.26, 0.38, 0.33, 0.30, 0.08, 0.43, 0.48, 0.45, 0.29, 0.27, 0.27, 0.33, 0.45, 0.40]
}

=====

The largest force on an atom results, record by record, are as follows: 11.22 4.66 eV/A.
The energy results, record by record, are as follows: -504.0406 -1016.7301 hartree.